1.
C38H74Br26Cl3NO2 | ωB97M-V/def2-TZVPD

Summary:
E = -70002.46501 Eh
orbital gap = 8.6 eV
highest occupied orbital energy = -8.5 eV
E_LUMO = 0.00258 Eh
M = 2760.88 g/mol

Geometry as ORCA input:
```
! RIJCOSX wB97M-V def2-TZVPD def2/J DEFGRID3
* xyz 0 1
C -0.17821 -0.73258 0.47029
C 0.34760 -1.29083 -0.86139
O -0.53366 -0.91082 -1.92886
C -0.12760 0.30511 -2.51463
C -1.27652 0.94923 -3.26532
O -1.87477 2.03519 -2.56408
C -1.99725 3.24435 -3.30779
C -0.79891 4.11668 -2.90778
C -0.72766 4.37934 -1.40492
C 0.49710 3.81751 -0.72559
Cl 0.51224 4.45001 0.97203
C -3.42616 3.87758 -3.11560
N -3.48222 5.26754 -2.66399
C -4.30438 3.07172 -2.20702
Cl -4.02235 3.19832 -0.49714
C -5.31248 2.27622 -2.60321
C -6.22361 1.48004 -1.73395
Cl -5.63735 2.05234 -4.29789
H -1.13532 -0.24557 0.32944
H -0.32624 -1.53414 1.18836
H 0.50074 0.00077 0.89939
H 0.39766 -2.36939 -0.81036
H 1.32692 -0.88848 -1.08851
H 0.31320 0.98606 -1.78585
H 0.64876 0.09490 -3.25938
H -0.88435 1.23617 -4.23508
H -2.04186 0.18471 -3.38432
H -1.90904 3.05665 -4.37423
H 0.08025 3.54035 -3.19992
H -0.75159 5.02437 -3.50118
H -1.58130 3.97984 -0.87968
H -0.73520 5.45228 -1.23835
H 0.44550 2.74381 -0.61815
H 1.42553 4.14329 -1.17462
H -3.89347 3.86542 -4.08665
H -3.30479 5.36814 -1.67760
H -2.90833 5.88791 -3.21136
H -5.77775 0.50342 -1.56540
H -7.16144 1.33969 -2.26314
H -6.44186 1.99894 -0.81211
Br 1.82882 -5.14946 -0.47065
C 3.76821 -5.00332 -0.55828
C 4.25652 -3.68624 -0.02643
Br 3.96812 -2.23044 -1.28827
H 4.04906 -5.17106 -1.59258
H 4.14736 -5.81007 0.06162
H 5.33414 -3.72048 0.12832
H 3.76821 -3.39847 0.89888
Br 8.67446 -2.46124 1.72597
C 8.84367 -0.99603 0.45354
C 7.71174 -0.99343 -0.53539
Br 7.92185 -2.37687 -1.87473
H 9.81333 -1.09959 -0.02157
H 8.82813 -0.08826 1.05246
H 7.69144 -0.05751 -1.09046
H 6.74545 -1.16006 -0.07204
Br 1.46214 7.24219 6.67347
C 1.36014 5.55036 5.71885
C 0.92151 5.72908 4.29197
Br -0.98911 6.06963 4.15446
H 0.68969 4.91217 6.28445
H 2.36752 5.14050 5.75578
H 1.09204 4.81367 3.72961
H 1.42293 6.55491 3.79866
Br -5.48917 -3.13683 -2.39265
C -4.71242 -2.94645 -0.61975
C -4.84950 -1.54151 -0.10253
Br -3.56935 -0.34507 -0.94462
H -3.67763 -3.26593 -0.69133
H -5.26430 -3.63786 0.01469
H -4.62314 -1.50410 0.96164
H -5.83745 -1.12589 -0.27322
Br -8.22519 -4.92906 -4.22313
C -8.46961 -4.30922 -6.04980
C -7.15498 -3.97154 -6.69971
Br -6.44706 -2.28022 -6.05102
H -9.14285 -3.45996 -6.00474
H -8.95461 -5.12932 -6.57457
H -7.28281 -3.84246 -7.77214
H -6.39393 -4.72160 -6.51272
Br -8.37610 -6.21511 2.81263
C -6.71882 -5.49104 2.09725
C -6.03816 -4.57809 3.08058
Br -6.91561 -2.84430 3.19109
H -6.97218 -4.99015 1.16827
H -6.09206 -6.35465 1.88586
H -5.01848 -4.36558 2.76173
H -6.02340 -4.98760 4.08520
Br 1.90585 -1.41732 3.71730
C 3.51156 -0.38515 3.34442
C 3.44540 0.99499 3.94003
Br 2.27026 2.14988 2.90978
H 3.62103 -0.36266 2.26535
H 4.32807 -0.95389 3.78402
H 4.42350 1.47052 3.91238
H 3.07432 0.99168 4.95963
Br 7.01153 0.45298 -5.53768
C 8.88819 0.09414 -5.90993
C 9.54710 -0.61787 -4.76105
Br 9.90528 0.59574 -3.28624
H 9.35382 1.04835 -6.13491
H 8.89359 -0.53092 -6.80003
H 10.51738 -1.01018 -5.05754
H 8.93740 -1.42088 -4.36211
Br 4.85043 4.84935 -7.72405
C 6.72200 4.47776 -8.10143
C 7.38783 3.76160 -6.95764
Br 7.77608 4.96646 -5.48060
H 7.19046 5.42899 -8.33029
H 6.71842 3.85097 -8.99042
H 8.35346 3.36579 -7.26672
H 6.78358 2.95876 -6.55269
Br 4.07741 -9.21958 0.86106
C 4.87447 -9.00491 2.62233
C 4.73674 -7.59171 3.11782
Br 5.98764 -6.39907 2.22386
H 5.90920 -9.31974 2.54030
H 4.33592 -9.69008 3.27287
H 4.97995 -7.52828 4.17595
H 3.74389 -7.18733 2.94981
Br -2.30176 -5.83310 3.70050
C -2.01709 -4.74382 5.28938
C -3.13750 -3.76154 5.49632
Br -3.01844 -2.26510 4.26237
H -1.05474 -4.25850 5.16750
H -1.96850 -5.44714 6.11759
H -3.08352 -3.32317 6.49009
H -4.11511 -4.20960 5.35395
Br 4.01280 4.79697 8.71053
C 3.88351 5.52071 10.51324
C 2.79494 6.55365 10.63160
Br 3.31401 8.24957 9.83870
H 4.86230 5.91767 10.75960
H 3.66670 4.66641 11.15040
H 2.59511 6.77244 11.67808
H 1.87479 6.25001 10.14246
Br -10.05479 0.77576 1.32448
C -9.80587 2.38371 0.25856
C -10.63203 2.35425 -0.99908
Br -9.86689 1.16585 -2.33562
H -8.74333 2.46286 0.05655
H -10.11572 3.20715 0.89776
H -10.65135 3.33800 -1.46263
H -11.64776 2.01611 -0.82496
*
```

Results of the Löwdin charge analysis, in e, for atoms 1 through 2: number 1, C, carries -0.07; number 2, C, carries -0.25



2.
C38H76O13S | ωB97M-V/def2-TZVPD

Summary:
E = -2869.38306 Eh
orbital gap = 9.4 eV
energy relative to the best compared isomer or geometry (same formula, charge and spin) = 146.2 kcal per mole
SMILES = O=S1(=O)OCCO1.C1CCOC1.C1CCOC1.C1CCOC1.C1CCOC1.C1CCOC1.C1CCOC1.C1CCOC1.C1CCOC1.C1CCOC1
highest occupied orbital energy = -9.4 eV
E_LUMO = -0.00015 Eh
M = 773.08 g/mol

Geometry as ORCA input:
```
! RIJCOSX wB97M-V def2-TZVPD def2/J DEFGRID3
* xyz 0 1
O -9.71023 -0.04851 -12.70928
S -10.46470 -0.05182 -11.41650
O -10.97385 1.17354 -10.80993
O -11.53887 -1.30090 -11.20001
C -11.69896 -1.60373 -9.82773
C -10.26920 -1.43810 -9.26631
O -9.49255 -0.79340 -10.20163
H -12.33304 -0.88620 -9.30696
H -12.13281 -2.59972 -9.73900
H -9.86615 -2.41053 -8.98342
H -10.14770 -0.77747 -8.40788
C -9.61127 -4.20191 -2.19809
C -9.02648 -3.35919 -3.33290
C -8.89317 -1.89692 -2.73163
O -8.98062 -2.11109 -1.29902
C -8.95497 -3.51236 -1.06644
H -9.30743 -5.24765 -2.15089
H -10.69320 -4.09548 -2.11937
H -9.47636 -3.40247 -4.32479
H -8.01829 -3.75883 -3.44218
H -9.52576 -1.07746 -3.07283
H -7.87033 -1.59648 -2.95884
H -9.57158 -3.57411 -0.16973
H -8.07784 -3.99605 -0.63655
C -12.22444 6.40938 -12.68713
C -13.62856 6.96539 -12.51511
C -13.44749 8.43890 -12.80591
O -12.22714 8.58130 -13.58003
C -11.63152 7.25780 -13.80702
H -12.15944 5.39435 -13.07902
H -11.56496 6.54068 -11.82926
H -14.01180 6.75487 -11.51666
H -14.36883 6.56245 -13.20629
H -13.19478 8.98536 -11.89728
H -14.30086 8.82963 -13.36017
H -10.54245 7.26571 -13.76273
H -11.93710 6.90708 -14.79277
C -17.73355 3.25067 -10.58464
C -17.04445 2.40964 -11.69527
C -16.67736 1.12990 -10.99649
O -16.32408 1.57992 -9.72842
C -17.11902 2.71969 -9.30991
H -18.78267 2.97815 -10.69942
H -17.57441 4.31816 -10.73706
H -16.21043 2.93595 -12.15950
H -17.77220 2.17616 -12.47242
H -15.76116 0.66743 -11.36362
H -17.53068 0.45861 -11.09305
H -16.63270 3.44128 -8.65348
H -17.84253 2.22658 -8.66071
C -6.93392 3.74797 -15.34317
C -7.84770 3.94842 -16.60085
C -6.89793 3.53133 -17.75873
O -5.74375 2.90553 -17.19500
C -6.12823 2.54193 -15.86968
H -7.55420 3.57837 -14.46306
H -6.40444 4.69695 -15.25850
H -8.03481 5.00948 -16.76590
H -8.75153 3.34588 -16.51063
H -6.65141 4.17760 -18.60115
H -7.46671 2.79131 -18.32173
H -5.29327 2.55872 -15.16921
H -6.47390 1.50835 -15.85165
C -10.36225 -8.99978 -6.82044
C -11.78993 -9.36911 -6.37837
C -12.01826 -8.14663 -5.48188
O -11.49540 -7.01268 -6.25416
C -10.36236 -7.51792 -6.95111
H -10.03139 -9.57723 -7.68369
H -9.65358 -9.25606 -6.03291
H -11.72941 -10.33317 -5.87337
H -12.48405 -9.45037 -7.21484
H -11.65012 -8.10552 -4.45676
H -13.06020 -8.01484 -5.19021
H -9.41138 -7.08819 -6.63634
H -10.39348 -7.26788 -8.01158
C -10.83229 4.86845 -6.92518
C -12.26934 4.30104 -6.97131
C -12.28530 3.53271 -5.68996
O -10.94603 3.02375 -5.65651
C -9.96329 3.81404 -6.33678
H -10.74347 5.71985 -6.25040
H -10.47022 5.17509 -7.90649
H -12.35501 3.75267 -7.90942
H -12.99001 5.11559 -6.89893
H -12.96305 2.67925 -5.70900
H -12.63360 4.13722 -4.85249
H -9.64436 3.20683 -7.18394
H -9.16776 4.20161 -5.70036
C -13.76525 -2.76564 -17.32921
C -14.28364 -1.87501 -16.28426
C -15.06819 -0.75534 -16.94851
O -15.73093 -1.61942 -17.89332
C -14.85530 -2.66225 -18.30837
H -13.67109 -3.79796 -16.99224
H -12.80572 -2.33703 -17.61851
H -13.40893 -1.53771 -15.72820
H -14.86311 -2.43445 -15.54986
H -14.58655 0.03033 -17.53061
H -15.75015 -0.36511 -16.19302
H -14.42055 -2.49726 -19.29421
H -15.48147 -3.55221 -18.37142
C -16.30876 -4.23733 -7.20214
C -16.85501 -2.87761 -7.02293
C -18.34929 -3.07881 -6.67179
O -18.45879 -4.39120 -6.26817
C -17.49508 -5.13652 -7.05880
H -15.52296 -4.52659 -6.50432
H -15.87044 -4.46181 -8.17455
H -16.72839 -2.46737 -8.02481
H -16.31593 -2.17580 -6.38657
H -18.99636 -2.94351 -7.53845
H -18.73659 -2.55531 -5.79769
H -17.96458 -5.39195 -8.00876
H -17.29328 -6.09200 -6.57463
C -7.90108 -6.80219 -12.56037
C -8.51359 -5.61818 -13.21809
C -7.23091 -4.76977 -13.58247
O -6.31820 -5.29354 -12.73152
C -6.82865 -6.12149 -11.74071
H -7.49419 -7.57743 -13.20964
H -8.63532 -7.16579 -11.84150
H -9.14306 -5.14226 -12.46619
H -9.15407 -5.80912 -14.07915
H -7.46435 -3.74724 -13.28576
H -7.14635 -4.83969 -14.66693
H -7.07730 -5.77376 -10.73803
H -6.01346 -6.81114 -11.52175
*
```

Results of the Löwdin charge analysis, in e, for atoms 1 through 2: number 1, O, carries -0.25; number 2, S, carries 0.81



Q: Which value of highest occupied orbital energy does entry 1 give?
A: -8.5 eV



Q: orbital gap of number 2 (C38H76O13S)?
A: 9.4 eV



Q: The lowest orbital gap belongs to which entry?
A: C38H74Br26Cl3NO2



Q: The highest M belongs to which entry?
A: C38H74Br26Cl3NO2